Formula: C54H120F2N7O4S2
Source: the OMol25 dataset
Level of theory: ωB97M-V/def2-TZVPD

Output
**Highest occupied orbital energy (spin up / spin down)**: -0.81569 / -0.81569 hartree
**Kohn-Sham gap (spin up / spin down)**: 0.2809 / 0.0992 Eh
**Strongest force on any atom**: 0.227 hartree/bohr
**Total charge**: +6
**2S+1**: 2

Bonds (Å) are listed after each position.
Geometry (Å):
1 H -5.91693 -1.39811 -4.35776  C125 1.090
2 C 1.52504 -0.03704 6.80472  H19 1.090, H20 1.090, C76 1.555, C137 1.511
3 H 3.33079 -1.74756 5.56941  C135 1.090
4 C -4.72180 6.77063 2.39643  C52 1.507, C74 1.538, H90 1.090, H109 1.090
5 H -3.49173 -1.36685 4.18112  C7 1.090
6 H 0.92488 1.06726 -5.74357  C49 1.090
7 C -2.87262 -1.59760 3.31420  H5 1.090, H17 1.090, H65 1.090, C170 1.469
8 C 4.23906 -0.02409 0.78594  H43 1.090, C149 1.532, H161 1.090, C162 1.555
9 H -1.62967 -5.84927 -1.00079  C145 1.090
10 H -5.45251 7.97522 0.67533  C74 1.090
11 C 1.00262 3.82737 -4.82816  H82 1.090, H151 1.090, H153 1.090, N176 1.556
12 H 1.64637 -2.95147 4.15535  C35 1.090
13 H -5.53861 1.88587 -0.20284  C41 1.090
14 H -1.47827 -0.24956 4.00572  C170 1.090
15 H 7.12628 -5.18456 -0.00181  C139 1.090
16 H 3.47568 -0.98825 4.20028  C135 1.090
17 H -3.25187 -1.12463 2.40834  C7 1.090
18 H -0.76994 -3.24704 4.25304  C120 1.090
19 H 1.16676 0.92294 7.17644  C2 1.090
20 H 2.07603 -0.60127 7.55715  C2 1.090
21 H -1.74224 7.70770 1.10890  C146 1.090
22 C 6.35061 -3.17494 0.23100  N47 1.584, H63 1.090, H105 1.090, C139 1.554
23 H -5.43963 -0.59384 -0.07820  C141 1.090
24 H 1.16337 1.05325 -2.68982  C89 1.090
25 H -5.97851 0.40222 -4.64452  C125 1.090
26 N -4.54551 -0.30857 -2.03652  C46 1.520, C54 1.557, C114 1.543, C141 1.593
27 H -2.96620 7.46681 3.54094  C52 1.090
28 H 5.20617 -3.47258 2.74512  C160 1.090
29 H 4.98538 3.46238 -3.49906  C37 1.090
30 H -6.56699 -0.78090 -1.89640  C54 1.090
31 H -0.00065 4.27387 2.65258  C102 1.090
32 H -8.15292 -0.60148 -5.33858  C173 1.090
33 C 3.12473 2.58179 -3.86101  C37 1.526, H69 1.090, H73 1.090, N176 1.612
34 H -3.76293 -0.59756 0.05963  C141 1.090
35 C 1.47786 -1.89576 4.36796  H12 1.090, H50 1.090, N86 1.540, C135 1.583
36 H 4.95642 -4.94321 -1.21400  C51 1.090
37 C 3.96728 3.83196 -3.62144  H29 1.090, C33 1.526, C87 1.559, H148 1.090
38 H 1.79066 -6.74477 -4.56603  C56 1.090
39 H 0.26062 3.79034 -2.35806  C60 1.090
40 H 4.83176 1.63624 -0.46065  C149 1.090
41 C -4.55297 1.43770 -0.07734  H13 1.090, H129 1.090, C141 1.558, C185 1.483
42 H -3.62506 4.50555 1.36361  C155 1.090
43 H 3.32005 -0.43046 1.20830  C8 1.090
44 C 0.23030 -7.57577 -3.25051  C56 1.562, H57 1.090, C64 1.604, H134 1.090
45 H 3.82868 -2.95616 -0.96535  C94 1.090
46 C -3.48954 0.59233 -2.65513  N26 1.520, H124 1.090, H142 1.090, C186 1.489
47 N 5.05603 -2.44625 0.77966  C22 1.584, C94 1.554, C160 1.562, C162 1.573
48 C 0.81029 -3.13649 6.37412  H68 1.090, H83 1.090, N86 1.557, H93 1.090
49 C 1.08290 0.59470 -4.77412  H6 1.090, C89 1.542, C172 1.551, H175 1.090
50 H 1.20656 -1.39407 3.43909  C35 1.090
51 C 5.02719 -5.27494 -0.17812  H36 1.090, H55 1.090, C133 1.529, C139 1.448
52 C -3.40132 6.57200 3.09587  C4 1.507, H27 1.090, N169 1.573, H181 1.090
53 H 0.18092 -5.12104 1.82965  C112 1.090
54 C -6.00002 -0.13214 -2.56405  N26 1.557, H30 1.090, C125 1.544, H127 1.090
55 H 5.20112 -6.34408 -0.05651  C51 1.090
56 C 1.69637 -7.12713 -3.54966  H38 1.090, C44 1.562, H79 1.090, C183 1.581
57 H 0.15586 -7.95825 -2.23254  C44 1.090
58 H 0.33553 -1.33128 -3.87891  C172 1.090
59 H -0.78178 -1.26272 2.83765  C170 1.090
60 C 1.33205 3.59366 -2.32005  H39 1.090, H77 1.090, C171 1.553, N176 1.546
61 H -4.69750 2.36219 -2.75446  C186 1.090
62 H 3.77642 -4.65881 1.47158  C133 1.090
63 H 7.24318 -2.73078 0.67159  C22 1.090
64 C -0.82779 -6.37544 -3.36597  C44 1.604, H84 1.090, H88 1.090, N103 1.571
65 H -2.92379 -2.65284 3.04592  C7 1.090
66 H 6.22815 -4.99416 1.45546  C139 1.090
67 S 0.40881 1.48308 1.27603  O80 1.455, O128 1.448, N144 1.646, S163 2.283, F179 1.608
68 H 1.78490 -2.92915 6.81597  C48 1.090
69 H 3.26578 2.18381 -4.86591  C33 1.090
70 C -3.57339 6.97922 0.19371  C74 1.521, H115 1.090, H136 1.090, C146 1.557
71 H 6.32354 -0.71159 0.40260  C162 1.090
72 H -0.18881 0.08104 5.62806  C137 1.090
73 H 3.35974 1.85817 -3.08047  C33 1.090
74 C -4.52675 7.66504 1.15996  C4 1.538, H10 1.090, C70 1.521, H166 1.090
75 H 0.28129 5.60991 1.38752  C102 1.090
76 C 2.46949 0.26548 5.60645  C2 1.555, H99 1.090, C135 1.521, H189 1.090
77 H 1.65405 2.92818 -1.51908  C60 1.090
78 H -1.12733 5.94779 4.06316  C152 1.090
79 H 2.41155 -7.93819 -3.41255  C56 1.090
80 O 1.16973 0.92712 2.38519  S67 1.455
81 H 3.89601 -2.39155 2.58119  C160 1.090
82 H 1.68602 4.67592 -4.79599  C11 1.090
83 H 0.06249 -3.27169 7.15554  C48 1.090
84 H -1.09626 -6.05134 -4.37145  C64 1.090
85 H -2.20956 -4.13506 -2.69594  C92 1.090
86 N 0.36120 -1.98712 5.42523  C35 1.540, C48 1.557, C120 1.517, C137 1.550
87 C 3.54971 4.65364 -2.36384  C37 1.559, H104 1.090, H131 1.090, C171 1.503
88 H -1.82409 -6.67871 -3.04422  C64 1.090
89 C 0.81691 1.55178 -3.59510  H24 1.090, C49 1.542, H118 1.090, N176 1.558
90 H -5.31587 7.29805 3.14277  C4 1.090
91 H -0.46440 -0.80073 7.04938  C137 1.090
92 C -1.19184 -3.91324 -3.01708  H85 1.090, N103 1.525, H122 1.090, H156 1.090
93 H 0.79610 -4.09793 5.86076  C48 1.090
94 C 3.79459 -3.06706 0.11846  H45 1.090, N47 1.554, H100 1.090, C133 1.544
95 H 3.15795 1.67498 0.16421  C149 1.090
96 H 5.23253 -1.17571 -0.87643  C162 1.090
97 C 1.15794 -4.75272 -2.88650  H98 1.090, N103 1.541, H132 1.090, C183 1.549
98 H 1.15695 -4.37546 -3.90913  C97 1.090
99 H 3.40667 0.59301 6.05648  C76 1.090
100 H 2.82649 -2.64472 0.38773  C94 1.090
101 C -0.31119 -4.19087 -0.14038  C112 1.590, C145 1.598, H182 1.090, H188 1.090
102 C 0.17821 5.32686 2.43506  H31 1.090, H75 1.090, C140 1.472, C152 1.532
103 N -0.31896 -5.09536 -2.61006  C64 1.571, C92 1.525, C97 1.541, C145 1.595
104 H 4.07506 5.60856 -2.37964  C87 1.090
105 H 6.48347 -3.01258 -0.83863  C22 1.090
106 H -1.59738 -4.82669 1.57602  C112 1.090
107 H -2.57795 2.09902 -0.67770  C185 1.090
108 H -0.51095 -3.55017 1.97914  C112 1.090
109 H -5.19639 5.81442 2.17613  C4 1.090
110 H 2.03199 -6.19713 -1.56559  C183 1.090
111 H 3.66223 0.71417 -1.26952  C149 1.090
112 C -0.58196 -4.47131 1.40073  H53 1.090, C101 1.590, H106 1.090, H108 1.090
113 H 5.53291 -1.68125 2.77585  C160 1.090
114 C -4.15261 -1.76489 -2.35999  N26 1.543, H119 1.090, H126 1.090, H164 1.090
115 H -3.45495 7.55623 -0.72343  C70 1.090
116 H 2.87815 -5.13561 0.12051  C133 1.090
117 H -2.73778 4.04286 2.83460  C155 1.090
118 H -0.22911 1.79840 -3.41313  C89 1.090
119 H -3.16876 -2.06148 -1.99645  C114 1.090
120 C -0.97008 -2.31062 4.77377  H18 1.090, N86 1.517, H165 1.090, C170 1.588
121 H -0.71236 7.22494 2.91369  C152 1.090
122 H -0.85238 -2.99177 -2.54405  C92 1.090
123 H -1.82174 4.06754 1.23820  C155 1.090
124 H -2.57758 0.17212 -2.23105  C46 1.090
125 C -6.32430 -0.43769 -4.04195  H1 1.090, H25 1.090, C54 1.544, C173 1.535
126 H -4.86073 -2.35539 -1.77863  C114 1.090
127 H -6.39583 0.82321 -2.21949  C54 1.090
128 O -0.94099 1.89879 1.59440  S67 1.448
129 H -4.29847 1.52261 0.97913  C41 1.090
130 F 0.32326 -1.09295 -1.32882  S163 1.605
131 H 4.09050 4.20266 -1.53182  C87 1.090
132 H 1.35650 -3.85632 -2.29903  C97 1.090
133 C 3.78289 -4.58774 0.38391  C51 1.529, H62 1.090, C94 1.544, H116 1.090
134 H -0.09009 -8.47094 -3.78355  C44 1.090
135 C 2.70465 -1.09251 4.96365  H3 1.090, H16 1.090, C35 1.583, C76 1.521
136 H -3.98554 6.07625 -0.25671  C70 1.090
137 C 0.27319 -0.68090 6.25584  C2 1.511, H72 1.090, N86 1.550, H91 1.090
138 H 0.44497 -1.22434 -5.59354  C172 1.090
139 C 6.22959 -4.71445 0.40196  H15 1.090, C22 1.554, C51 1.448, H66 1.090
140 C 1.43340 5.76553 3.06624  C102 1.472, H150 1.090, H177 1.090, H187 1.090
141 C -4.56295 -0.07170 -0.46146  H23 1.090, N26 1.593, H34 1.090, C41 1.558
142 H -3.44383 0.43565 -3.73284  C46 1.090
143 H -3.84859 3.33377 -0.49482  C185 1.090
144 N 0.64858 0.87975 -0.23600  S67 1.646, S163 1.493
145 C -0.62130 -5.44365 -1.08304  H9 1.090, C101 1.598, N103 1.595, H174 1.090
146 C -2.16070 6.74783 0.80617  H21 1.090, C70 1.557, H159 1.090, N169 1.567
147 O 0.69106 -1.35321 0.89271  S163 1.434
148 H 3.98307 4.46717 -4.50707  C37 1.090
149 C 3.93604 1.04577 -0.26794  C8 1.532, H40 1.090, H95 1.090, H111 1.090
150 H 1.47684 6.85456 3.05129  C140 1.090
151 H -0.00946 4.12086 -4.54951  C11 1.090
152 C -0.96549 6.16896 3.00818  H78 1.090, C102 1.532, H121 1.090, N169 1.587
153 H 1.02018 3.26593 -5.76228  C11 1.090
154 H -8.31767 0.30300 -3.83253  C173 1.090
155 C -2.64279 4.46563 1.83443  H42 1.090, H117 1.090, H123 1.090, N169 1.576
156 H -1.21158 -3.83436 -4.10403  C92 1.090
157 O -1.50306 -0.44602 0.13017  S163 1.477
158 H 1.68115 5.61969 -2.77182  C171 1.090
159 H -1.39509 6.30206 0.17117  C146 1.090
160 C 4.95348 -2.49377 2.33747  H28 1.090, N47 1.562, H81 1.090, H113 1.090
161 H 4.59165 0.32852 1.75519  C8 1.090
162 C 5.29349 -1.00367 0.19818  C8 1.555, N47 1.573, H71 1.090, H96 1.090
163 S -0.02729 -0.41350 0.08209  S67 2.283, F130 1.605, N144 1.493, O147 1.434, O157 1.477
164 H -4.27266 -2.03438 -3.40931  C114 1.090
165 H -1.69281 -2.48105 5.57170  C120 1.090
166 H -4.16307 8.61225 1.55823  C74 1.090
167 H 3.12948 -5.55728 -2.85380  C183 1.090
168 H -3.02177 2.65072 -2.88693  C186 1.090
169 N -2.29104 5.96754 2.15901  C52 1.573, C146 1.567, C152 1.587, C155 1.576
170 C -1.48251 -1.28727 3.67220  C7 1.469, H14 1.090, H59 1.090, C120 1.588
171 C 2.10284 4.91582 -2.05429  C60 1.553, C87 1.503, H158 1.090, H180 1.090
172 C 0.16042 -0.65024 -4.71176  C49 1.551, H58 1.090, H138 1.090, H184 1.090
173 C -7.83284 -0.55529 -4.29766  H32 1.090, C125 1.535, H154 1.090, H178 1.090
174 H 0.02320 -6.28644 -0.83320  C145 1.090
175 H 2.08555 0.16771 -4.79575  C49 1.090
176 N 1.55726 2.91917 -3.69331  C11 1.556, C33 1.612, C60 1.546, C89 1.558
177 H 1.51176 5.48990 4.11790  C140 1.090
178 H -8.13919 -1.45088 -3.75714  C173 1.090
179 F 1.19498 2.84913 0.95890  S67 1.608
180 H 1.93278 5.25647 -1.03295  C171 1.090
181 H -3.49532 5.81645 3.87587  C52 1.090
182 H 0.72221 -3.84790 -0.19085  C101 1.090
183 C 2.13188 -5.92712 -2.61689  C56 1.581, C97 1.549, H110 1.090, H167 1.090
184 H -0.89371 -0.39526 -4.60271  C172 1.090
185 C -3.63349 2.32080 -0.83501  C41 1.483, H107 1.090, H143 1.090, C186 1.550
186 C -3.74044 2.02878 -2.35326  C46 1.489, H61 1.090, H168 1.090, C185 1.550
187 H 2.34489 5.34349 2.64296  C140 1.090
188 H -0.98030 -3.36195 -0.37121  C101 1.090
189 H 2.09048 0.92182 4.82309  C76 1.090